The following is a quantum chemistry calculation of a 11-piece molecular cluster, C46H113NO9 overall in a non-equilibrium geometry, from OMol25.

Element x y z (Å)
C (2.921, 4.129, 2.196)
C (4.121, 4.069, 3.139)
C (3.891, 3.118, 4.305)
C (4.936, 3.223, 5.407)
C (4.888, 4.532, 6.201)
C (3.568, 4.764, 6.906)
H (2.123, 4.765, 2.593)
H (2.449, 3.156, 2.033)
H (3.162, 4.506, 1.199)
H (5.006, 3.743, 2.587)
H (4.293, 5.090, 3.490)
H (3.860, 2.090, 3.933)
H (2.911, 3.311, 4.755)
H (4.742, 2.411, 6.117)
H (5.935, 3.084, 4.983)
H (5.687, 4.520, 6.947)
H (5.106, 5.378, 5.542)
H (3.235, 3.862, 7.425)
H (3.631, 5.602, 7.601)
H (2.763, 5.020, 6.211)
C (2.381, -1.546, -4.692)
C (3.709, -0.827, -4.528)
C (3.820, -0.034, -3.222)
C (4.960, 0.960, -3.250)
C (5.057, 1.799, -1.981)
C (6.232, 2.759, -1.974)
H (2.073, -1.957, -3.729)
H (2.366, -2.263, -5.506)
H (1.615, -0.787, -4.904)
H (4.545, -1.533, -4.620)
H (3.927, -0.136, -5.354)
H (3.936, -0.783, -2.428)
H (2.849, 0.443, -3.036)
H (5.888, 0.394, -3.388)
H (4.831, 1.652, -4.087)
H (4.145, 2.405, -1.892)
H (5.068, 1.173, -1.083)
H (6.157, 3.490, -1.167)
H (7.169, 2.218, -1.817)
H (6.296, 3.313, -2.912)
C (-2.276, -1.601, -2.081)
C (-3.207, -0.645, -2.816)
C (-3.370, 0.747, -2.222)
C (-4.192, 1.593, -3.202)
C (-4.602, 2.983, -2.709)
C (-5.354, 2.964, -1.385)
H (-1.241, -1.376, -2.369)
H (-2.435, -2.631, -2.392)
H (-2.301, -1.448, -1.003)
H (-2.904, -0.621, -3.868)
H (-4.213, -1.087, -2.837)
H (-2.403, 1.237, -2.089)
H (-3.906, 0.629, -1.281)
H (-3.640, 1.708, -4.137)
H (-5.137, 1.068, -3.399)
H (-3.683, 3.562, -2.548)
H (-5.160, 3.484, -3.502)
H (-5.758, 3.952, -1.157)
H (-6.199, 2.271, -1.343)
H (-4.644, 2.699, -0.602)
C (-3.739, 0.185, 1.540)
C (-5.156, -0.295, 1.861)
C (-5.152, -1.541, 2.743)
C (-6.319, -2.489, 2.446)
C (-6.406, -3.682, 3.386)
C (-5.369, -4.762, 3.082)
H (-3.662, 1.208, 1.169)
H (-3.335, -0.435, 0.728)
H (-2.990, 0.062, 2.328)
H (-5.658, 0.522, 2.391)
H (-5.687, -0.416, 0.915)
H (-5.268, -1.240, 3.789)
H (-4.197, -2.065, 2.645)
H (-7.246, -1.906, 2.521)
H (-6.293, -2.825, 1.404)
H (-6.288, -3.383, 4.431)
H (-7.398, -4.135, 3.305)
H (-5.669, -5.420, 2.263)
H (-4.396, -4.347, 2.810)
H (-5.230, -5.421, 3.942)
C (-0.411, 1.700, -4.084)
C (0.504, 2.883, -4.391)
C (0.839, 3.024, -5.868)
C (-0.335, 3.423, -6.753)
C (0.073, 3.622, -8.201)
C (-1.066, 4.122, -9.083)
H (0.128, 0.770, -4.279)
H (-1.341, 1.689, -4.651)
H (-0.655, 1.692, -3.020)
H (0.199, 3.831, -3.933)
H (1.443, 2.714, -3.842)
H (1.363, 2.132, -6.220)
H (1.573, 3.841, -5.933)
H (-1.158, 2.712, -6.632)
H (-0.731, 4.373, -6.373)
H (0.889, 4.352, -8.199)
H (0.475, 2.715, -8.661)
H (-1.381, 5.117, -8.760)
H (-0.738, 4.201, -10.122)
H (-1.923, 3.447, -9.086)
C (-1.198, -2.827, 1.608)
C (0.314, -2.749, 1.576)
C (0.896, -1.354, 1.790)
C (0.743, -0.433, 0.589)
C (1.287, 0.975, 0.851)
C (1.264, 1.859, -0.389)
H (-1.631, -2.631, 2.591)
H (-1.496, -3.848, 1.357)
H (-1.610, -2.159, 0.853)
H (0.704, -3.428, 2.341)
H (0.673, -3.143, 0.619)
H (1.943, -1.457, 2.097)
H (0.406, -0.887, 2.654)
H (1.113, -0.846, -0.355)
H (-0.339, -0.317, 0.415)
H (0.651, 1.431, 1.611)
H (2.323, 0.890, 1.192)
H (1.911, 2.741, -0.246)
H (1.741, 1.497, -1.303)
H (0.280, 2.306, -0.535)
C (0.363, -6.177, 3.938)
C (-0.623, -5.658, 4.945)
O (-0.014, -4.796, 5.876)
O (-0.337, -7.155, 3.159)
H (1.229, -6.594, 4.455)
H (0.700, -5.356, 3.296)
H (-1.030, -6.517, 5.502)
H (-1.525, -5.263, 4.461)
H (-0.470, -3.956, 5.982)
H (0.336, -7.720, 2.771)
C (-2.283, -0.454, 6.183)
C (-1.112, -0.591, 5.226)
O (-0.282, -1.669, 5.621)
O (-2.868, 0.826, 6.013)
H (-1.943, -0.659, 7.206)
H (-2.998, -1.252, 5.943)
H (-0.563, 0.352, 5.128)
H (-1.488, -0.794, 4.222)
H (0.341, -1.376, 6.292)
H (-3.701, 0.825, 6.490)
C (-1.234, 4.785, -1.131)
C (0.061, 5.278, -0.570)
O (-0.003, 6.659, -0.167)
O (-2.224, 4.597, -0.122)
H (-1.071, 3.805, -1.593)
H (-1.611, 5.404, -1.953)
H (0.841, 5.274, -1.335)
H (0.390, 4.657, 0.265)
H (-0.204, 6.688, 0.771)
H (-2.349, 5.458, 0.289)
C (3.119, -3.808, -1.175)
C (4.602, -3.595, -1.047)
O (5.243, -4.718, -0.466)
O (2.865, -4.662, -2.304)
H (2.581, -2.871, -1.377)
H (2.707, -4.273, -0.277)
H (4.721, -2.780, -0.326)
H (5.061, -3.305, -1.995)
H (5.108, -5.466, -1.058)
H (2.068, -5.145, -2.048)
O (0.392, -5.952, -1.842)
C (-0.139, -6.831, -1.184)
N (0.279, -8.122, -1.270)
C (-1.243, -6.567, -0.200)
H (-0.069, -8.851, -0.677)
H (0.922, -8.366, -2.006)
H (-1.048, -5.656, 0.357)
H (-1.246, -7.351, 0.556)
H (-2.146, -6.500, -0.805)

Its SMILES is CC(N)=O.CCCCCC.CCCCCC.CCCCCC.CCCCCC.CCCCCC.CCCCCC.OCCO.OCCO.OCCO.OCCO. The highest occupied orbital energy is -9.6 eV. Its lowest unoccupied orbital energy is 0.39 eV. The largest force on an atom is 1.679 eV/Å. As for the total energy: -69451.9491 eV.